Below is C3H4LiO4Tl as an isolated structure at a distorted geometry, with properties calculated with ωB97M-V with the def2-TZVPD basis set.

Computed properties:
E_tot ... -595.545875 Ha
Highest occupied orbital energy (alpha / beta) ... -29.26 / -27.62 eV
Gap between HOMO and LUMO (alpha / beta) ... 9.1 / 5.9 eV
Total charge ... +4
Energy above the lowest of the compared OMol25 structures with the same formula, charge and spin ... 0.0 kcal/mol

Geometry as XYZ:
```
13
C3H4LiO4Tl | the OMol25 dataset | ωB97M-V with the def2-TZVPD basis set
O -0.53698 0.79158 0.31861
C 0.56278 0.02902 -0.04045
C -1.77853 0.45328 0.03723
O 1.48928 0.74217 -0.46443
O 0.43700 -1.18784 -0.08880
C -2.78372 0.04526 0.86098
Tl 2.52745 2.22306 -0.31475
H -3.75572 0.52848 0.75425
H -2.49412 -0.00683 1.91282
Li 0.94869 -2.78950 0.66027
O -2.10346 0.03339 -1.25872
H -2.39121 0.77340 -1.83900
H -3.10891 -0.46489 -0.90827
```

Below is one molecule with the formula C3H7NOS at a distorted geometry, with properties calculated with ωB97M-V with the def2-TZVPD basis set.

Computed properties:
E_tot ... -646.683168 Ha
Structure (SMILES) ... CCOC(N)=S
Highest occupied orbital energy ... -8.51 eV
Gap between HOMO and LUMO ... 9.4 eV
Energy above the lowest of the compared OMol25 structures with the same formula, charge and spin ... 18.1 kcal/mol

Geometry as XYZ:
```
13
C3H7NOS | the OMol25 dataset | ωB97M-V with the def2-TZVPD basis set
C -2.35426 -0.12638 0.69556
C -1.54971 -0.15594 -0.58348
O -0.47042 0.76867 -0.62711
C 0.64373 0.37936 -0.08016
N 1.48006 1.44339 0.25132
S 1.28528 -1.17126 0.05258
H -1.89279 -0.70579 1.48186
H -2.53386 0.88594 1.08548
H -3.29398 -0.64192 0.60579
H -1.03270 -1.15460 -0.74115
H -2.07263 0.01606 -1.50887
H 2.27972 1.23288 0.81789
H 0.94604 2.27223 0.48392
```

Below is one molecule with the formula C2H3Cl2NSi at a distorted geometry, with properties calculated with ωB97M-V with the def2-TZVPD basis set.

Computed properties:
E_tot ... -1342.742872 Ha
Structure (SMILES) ... C[Si](Cl)(Cl)C#N
Highest occupied orbital energy ... -11.62 eV
Gap between HOMO and LUMO ... 12.0 eV
Energy above the lowest of the compared OMol25 structures with the same formula, charge and spin ... 0.0 kcal/mol

Geometry as XYZ:
```
9
C2H3Cl2NSi | the OMol25 dataset | ωB97M-V with the def2-TZVPD basis set
C 0.19993 0.14422 -0.04418
Si 0.92674 1.95693 0.12391
Cl 1.29129 2.44823 2.02489
Cl 2.45359 2.00996 -1.22872
C -0.59159 3.15632 -0.33134
N -1.54858 3.76115 -0.52657
H 0.62003 -0.64167 0.70357
H -0.90937 0.18409 0.12143
H 0.25869 -0.11615 -1.11186
```

Below is one molecule with the formula C9H14N2 at a distorted geometry, with properties calculated with ωB97M-V with the def2-TZVPD basis set.

Computed properties:
E_tot ... -460.569860 Ha
Highest occupied orbital energy (alpha / beta) ... -6.04 / -8.27 eV
<S²> ... 2.01
Gap between HOMO and LUMO (alpha / beta) ... 7.0 / 6.9 eV
2S+1 ... 3
Energy above the lowest of the compared OMol25 structures with the same formula, charge and spin ... 68.7 kcal/mol

Geometry as XYZ:
```
25
C9H14N2 | the OMol25 dataset | ωB97M-V with the def2-TZVPD basis set
C 1.98784 -1.31683 -0.02960
C 0.85697 -2.24419 -0.46808
C 1.88087 0.07597 -0.53211
C -0.55494 -1.62984 -0.50019
C -1.46042 2.00213 -0.13430
C 0.08065 1.96515 0.17865
C -1.91570 0.59432 0.28243
C 0.43768 0.62838 -0.43637
C -0.64890 -0.26566 0.31887
N 0.90908 -1.01783 1.65557
N -0.24830 -0.48513 1.70322
H 1.23922 -2.43453 -1.42801
H 0.89325 -3.11002 0.17311
H 2.56102 0.58108 0.13632
H 2.08831 0.19647 -1.59755
H -0.67303 -1.29134 -1.52626
H -1.29101 -2.46328 -0.09193
H -2.02928 2.87046 0.45809
H -1.43787 2.22528 -1.17308
H 0.63277 2.83288 -0.29787
H 0.05332 1.92813 1.34767
H -2.26949 0.62761 1.29612
H -2.64774 0.25084 -0.36275
H 0.05313 0.71146 -1.50679
H 1.50259 -1.23149 2.53482
```

Below is C23H28AsCl5LuN6S2 as an isolated structure at a distorted geometry, with properties calculated with ωB97M-V with the def2-TZVPD basis set.

Computed properties:
E_tot ... -7790.265780 Ha
Highest occupied orbital energy ... -10.48 eV
Gap between HOMO and LUMO ... 6.7 eV
Total charge ... +1
Energy above the lowest of the compared OMol25 structures with the same formula, charge and spin ... 55.2 kcal/mol

Geometry as XYZ:
```
66
C23H28AsCl5LuN6S2 | the OMol25 dataset | ωB97M-V with the def2-TZVPD basis set
Lu 0.71656 0.27369 1.50624
C 2.91459 4.27560 0.61522
C 1.66887 3.47126 0.87583
N 1.71009 2.36992 1.55537
N 2.93776 1.94395 1.94381
C 2.97736 1.15526 3.01891
N 4.19856 0.71712 3.35788
S 1.63710 0.69023 3.99239
C 0.39898 3.99692 0.36050
C 0.45583 5.13114 -0.46371
C -0.66869 5.75559 -0.94424
C -1.91159 5.24293 -0.59138
C -1.95037 4.13025 0.19808
N -0.83882 3.50082 0.66575
H 3.75499 3.76180 1.06465
H 2.83611 5.27142 1.05438
H 3.10431 4.38169 -0.45371
H 5.00928 1.09470 2.89567
H 4.31079 0.21795 4.22193
H 1.42345 5.53027 -0.71751
H -0.58526 6.63079 -1.57325
H -2.83471 5.69132 -0.92681
H -2.87604 3.66719 0.50342
C 2.22896 1.99417 -2.32534
As 1.13858 0.73610 -1.28725
C 1.61139 -0.88726 -2.27112
C -0.54624 1.20711 -2.17784
S -1.22033 2.13158 1.65176
H 2.12983 1.74667 -3.38071
H 3.27832 1.93785 -2.04006
H 1.86833 3.01002 -2.16497
H 1.27801 -0.80981 -3.30523
H 1.16672 -1.76387 -1.80197
H 2.69349 -1.00661 -2.25263
H -0.44813 1.04457 -3.25063
H -0.75553 2.26399 -2.00375
H -1.37462 0.62401 -1.78593
Cl -1.13287 -1.62888 3.25026
C 0.30914 -2.55072 2.86395
C 1.19003 -1.85982 2.06318
C 2.38642 -2.47470 1.77755
Cl 3.43578 -1.46190 0.80143
C 2.72462 -3.73756 2.23279
Cl 4.24477 -4.44308 1.85862
C 1.78133 -4.42272 3.00985
Cl 2.13243 -6.00661 3.57346
C 0.55494 -3.82929 3.33631
Cl -0.60428 -4.65431 4.29852
N -0.87794 -0.99170 0.18526
C -1.46942 -1.89833 -0.22797
N -2.13951 -2.91173 -0.68401
C -3.25854 -3.49455 0.06762
C -4.59791 -3.00423 -0.51044
C -4.42812 -2.55581 -1.96867
C -3.44383 -3.47349 -2.69338
C -2.03620 -3.30537 -2.10111
H -3.14941 -3.23814 1.11932
H -3.16613 -4.57737 -0.02308
H -4.99377 -2.18370 0.08857
H -5.31936 -3.82055 -0.45713
H -4.05231 -1.52903 -2.00527
H -5.39415 -2.55643 -2.47151
H -3.41020 -3.24937 -3.75885
H -3.77395 -4.50949 -2.59360
H -1.48324 -2.52729 -2.62739
H -1.46624 -4.23420 -2.16806
```

Below is one molecule with the formula C16H17BrN2O2 at a distorted geometry, with properties calculated with ωB97M-V with the def2-TZVPD basis set.

Computed properties:
E_tot ... -3453.825843 Ha
Structure (SMILES) ... COC(=O)CN[C@H](c1ccccc1)c1cc(Br)ccc1N
Highest occupied orbital energy ... -7.90 eV
Gap between HOMO and LUMO ... 8.6 eV
Energy above the lowest of the compared OMol25 structures with the same formula, charge and spin ... 66.8 kcal/mol

Geometry as XYZ:
```
38
C16H17BrN2O2 | the OMol25 dataset | ωB97M-V with the def2-TZVPD basis set
C 2.49842 3.47095 0.67489
O 2.01026 2.55540 1.56809
C 0.82424 2.70188 1.97338
O 0.14119 3.73978 1.87363
C 0.10670 1.44195 2.55681
N 0.09136 0.15954 1.74920
C -0.03478 0.22162 0.29753
C -1.51793 -0.04865 -0.11182
C -1.83255 0.30262 -1.43448
C -3.10883 -0.06547 -1.98127
C -4.11424 -0.45618 -1.10637
C -3.86109 -0.55419 0.18542
C -2.59081 -0.37785 0.76011
C 0.89473 -0.88000 -0.22915
C 2.12146 -0.41670 -0.70439
C 2.97999 -1.10469 -1.47585
Br 4.76335 -0.43081 -2.00624
C 2.61017 -2.47545 -1.79099
C 1.50985 -3.00280 -1.25153
C 0.52351 -2.21574 -0.50507
N -0.55702 -2.82615 -0.04292
H 1.76517 3.60353 -0.16267
H 2.53975 4.38394 1.25605
H 3.38012 3.12072 0.08557
H -0.97280 1.73335 2.81830
H 0.62415 1.04935 3.47005
H 0.64605 -0.67749 2.12751
H 0.19205 1.23671 -0.17419
H -1.03503 0.59121 -2.05531
H -3.21901 0.00817 -3.08338
H -5.02059 -0.80805 -1.57467
H -4.56837 -0.84659 0.94559
H -2.47020 -0.54714 1.84568
H 2.23691 0.64936 -0.46558
H 3.20937 -3.20048 -2.37429
H 1.33781 -4.02029 -1.30828
H -0.69318 -3.73527 -0.39261
H -1.41018 -2.28010 0.04326
```

Below is a 2-piece molecular cluster, C17H26N4O7S overall at a distorted geometry, with properties calculated with ωB97M-V with the def2-TZVPD basis set.

Computed properties:
E_tot ... -1807.319587 Ha
Structure (SMILES) ... C[C@H](C(=O)O)N(c1ccccc1)S(C)(=O)=O.CNC(=O)[C@H](CC(N)=O)NC(C)=O
Highest occupied orbital energy ... -8.87 eV
Gap between HOMO and LUMO ... 8.9 eV

Geometry as XYZ:
```
55
C17H26N4O7S | the OMol25 dataset | ωB97M-V with the def2-TZVPD basis set
C -3.62726 -1.34639 -5.52511
C -3.12591 -1.26319 -4.07380
C -3.43479 -2.54406 -3.25013
O -3.48056 -3.61714 -3.83046
O -3.55589 -2.44324 -1.90284
N -3.60218 0.01888 -3.48684
C -2.68406 0.94809 -3.00261
C -1.72067 0.57035 -2.05838
C -0.79609 1.50235 -1.57746
C -0.82769 2.82101 -2.03771
C -1.79097 3.20862 -2.97400
C -2.71472 2.27236 -3.45276
S -5.28640 0.22155 -3.04532
C -5.30523 0.28371 -1.25166
O -6.09508 -0.91208 -3.51458
O -5.79190 1.49930 -3.56640
H -4.70501 -1.52552 -5.56336
H -3.41151 -0.41283 -6.05278
H -3.12827 -2.16431 -6.05330
H -2.03388 -1.22112 -4.12925
H -3.74563 -3.34816 -1.60766
H -1.69633 -0.44642 -1.68072
H -0.05606 1.20563 -0.84125
H -0.10608 3.54146 -1.66213
H -1.82409 4.23518 -3.32784
H -3.45782 2.57392 -4.18535
H -6.32584 0.47626 -0.92136
H -4.65277 1.09016 -0.91743
H -4.96207 -0.66426 -0.84354
C 4.42753 -1.48470 0.96911
N 3.23662 -0.69250 0.65674
C 2.57305 0.20033 1.40669
O 1.66762 0.82991 0.87877
C 2.89302 0.44842 2.89986
C 4.01600 1.49707 3.04223
C 3.97581 2.25112 4.35930
N 4.65191 1.78078 5.38017
O 3.36402 3.29452 4.47875
N 3.24225 -0.77745 3.63601
C 2.89176 -1.04893 4.89267
C 3.29822 -2.40291 5.42648
O 2.28434 -0.27003 5.60886
H 4.14545 -2.39867 1.49477
H 5.13198 -0.90632 1.56914
H 4.92548 -1.76606 0.03886
H 2.88485 -0.75476 -0.28772
H 1.98228 0.87455 3.33084
H 3.89125 2.24705 2.26013
H 4.99342 1.03719 2.91100
H 4.51884 2.28304 6.23948
H 5.07055 0.87547 5.34142
H 3.70797 -1.50402 3.12112
H 2.93966 -2.49659 6.45134
H 4.38222 -2.49201 5.41290
H 2.84871 -3.18464 4.81710
```

- Which of these has the lowest E_tot?
  C23H28AsCl5LuN6S2

- Which value of E_tot does entry 6 give?
  -3453.825843 Ha